{
  "formula": "C23H22FNO2PS3Sr",
  "method": "wB97M-V/def2-TZVPD",
  "elements": ["Sr", "C", "C", "O", "P", "S", "S", "O", "C", "C", "H", "H", "H", "H", "H", "H", "H", "H", "H", "H", "S", "C", "C", "C", "C", "C", "C", "N", "C", "C", "C", "C", "C", "C", "C", "H", "H", "H", "H", "H", "H", "H", "H", "F", "C", "C", "C", "C", "C", "C", "H", "H", "H", "H"],
  "coordinates": [[-0.3020, 0.7998, -0.7969], [5.4875, 4.1566, -1.4313], [4.1019, 3.8160, -1.9324], [3.2469, 3.6352, -0.7972], [2.1595, 2.4562, -0.7939], [1.1501, 2.5188, 0.8882], [1.1896, 2.3866, -2.5454], [3.1547, 1.1530, -0.7897], [2.3655, -0.0537, -0.7405], [3.1712, -1.2264, -0.2581], [6.1508, 4.3630, -2.2743], [5.8966, 3.3243, -0.8583], [5.4566, 5.0357, -0.7868], [4.1160, 2.9116, -2.5424], [3.6857, 4.6198, -2.5431], [1.9418, -0.2085, -1.7410], [1.5788, 0.1940, -0.0190], [4.0225, -1.4021, -0.9190], [2.5402, -2.1122, -0.2309], [3.5362, -1.0458, 0.7528], [-0.8024, -0.2304, 3.8442], [0.1166, -1.6037, 3.2675], [0.9206, -2.4733, 3.9684], [1.5376, -3.5404, 3.2972], [1.2967, -3.7164, 1.9347], [0.4937, -2.8449, 1.2168], [-0.0902, -1.7310, 1.8617], [-0.8797, -0.8115, 1.2803], [-1.4142, 0.0584, 2.1902], [-2.4199, 1.0319, 1.8918], [-3.1721, 1.6185, 2.9355], [-4.2234, 2.4751, 2.6428], [-4.5273, 2.7626, 1.3184], [-3.7241, 2.2227, 0.2993], [-2.6435, 1.3683, 0.5114], [1.0709, -2.3399, 5.0346], [2.1748, -4.2299, 3.8379], [1.7404, -4.5657, 1.4236], [0.2761, -3.0061, 0.1661], [-2.9534, 1.3782, 3.9733], [-4.8095, 2.9075, 3.4494], [-5.3599, 3.4204, 1.0795], [-3.9655, 2.5186, -0.7236], [-4.6350, -4.1209, -3.5123], [-3.7458, -3.1495, -3.0965], [-2.9594, -2.5204, -4.0326], [-2.0613, -1.5448, -3.5804], [-1.9150, -1.1584, -2.2370], [-2.7649, -1.8525, -1.3538], [-3.6706, -2.8353, -1.7562], [-3.0490, -2.7881, -5.0811], [-1.4506, -1.0672, -4.3479], [-2.7281, -1.6057, -0.2968], [-4.3127, -3.3481, -1.0474]],
  "atomic_forces_ev_per_a": [[-4.9149, -1.7276, -0.0847], [0.0007, -0.0015, -0.0031], [-0.0333, -0.0263, -0.0115], [0.1231, -0.0401, -0.0183], [0.9788, 0.7190, -0.1055], [0.5484, 0.6326, 0.0885], [0.5615, 0.6705, -0.1852], [-0.1524, -0.0141, -0.0035], [0.4901, 0.2490, 0.0887], [0.2026, 0.0919, -0.0352], [0.0048, 0.0005, 0.0034], [-0.0049, 0.0022, 0.0047], [-0.0026, 0.0060, -0.0039], [0.0104, -0.0055, 0.0091], [0.0000, 0.0079, 0.0028], [0.0717, -0.2219, 0.0693], [0.8246, -0.9846, 0.4069], [-0.0088, 0.0025, -0.0078], [0.0135, -0.0071, -0.0043], [-0.0130, 0.0005, 0.0033], [-0.0475, -0.0339, 0.0350], [-0.0216, 0.0089, -0.0106], [0.0077, -0.0082, -0.0003], [0.0002, 0.0095, -0.0068], [-0.0025, -0.0104, 0.0083], [0.0072, 0.0436, -0.0032], [-0.0531, -0.0763, 0.0029], [0.4365, 0.2379, 0.0024], [0.0197, -0.0060, -0.0509], [0.0494, -0.0319, -0.0129], [0.0028, 0.0110, 0.0040], [0.0070, -0.0038, -0.0006], [-0.0120, 0.0073, 0.0025], [0.0334, 0.0212, 0.0083], [0.3081, 0.2619, -0.0619], [-0.0025, -0.0002, -0.0006], [-0.0048, -0.0026, 0.0006], [0.0032, 0.0040, -0.0026], [0.0108, -0.0059, -0.0002], [-0.0150, -0.0073, -0.0007], [-0.0001, -0.0022, 0.0021], [0.0060, 0.0050, 0.0013], [-0.0010, 0.0052, 0.0045], [0.0068, 0.0121, 0.0041], [-0.0082, -0.0084, 0.0031], [-0.0030, 0.0153, -0.0010], [-0.0082, -0.0154, -0.0049], [0.6049, 0.1907, -0.1374], [-0.0283, 0.0395, -0.0252], [-0.0133, 0.0029, 0.0037], [0.0052, 0.0015, 0.0023], [0.0085, -0.0055, 0.0046], [-0.0010, -0.0136, 0.0153], [0.0041, 0.0003, 0.0011]],
  "mulliken_spin": [-0.013, 0.000, 0.000, -0.001, 0.012, 0.001, -0.001, 0.001, 0.019, 0.000, 0.000, 0.000, 0.000, 0.000, 0.000, -0.002, -0.007, 0.000, -0.004, 0.001, 0.073, 0.050, -0.027, 0.133, -0.077, 0.128, -0.039, 0.055, 0.382, -0.130, 0.216, -0.110, 0.175, -0.087, 0.179, -0.008, 0.021, -0.007, 0.017, 0.040, -0.007, 0.024, -0.006, 0.000, 0.000, 0.000, 0.001, -0.006, 0.011, -0.002, 0.000, 0.000, -0.005, 0.000],
  "multiplicity": 2,
  "relative_energy_kcal_mol": 35.9,
  "e_tot_ha": -2761.45410,
  "gap_ev": [2.99, 5.35],
  "lumo_energy_ha": [0.155, 0.155],
  "charge": -2
}

{
  "formula": "C26H76IO19P",
  "method": "wB97M-V/def2-TZVPD",
  "elements": ["C", "C", "C", "C", "C", "C", "C", "C", "C", "P", "O", "I", "C", "O", "O", "C", "O", "H", "H", "H", "H", "H", "H", "H", "H", "H", "H", "H", "H", "H", "H", "H", "H", "C", "O", "H", "H", "H", "H", "C", "O", "H", "H", "H", "H", "C", "O", "H", "H", "H", "H", "C", "O", "H", "H", "H", "H", "C", "O", "H", "H", "H", "H", "C", "O", "H", "H", "H", "H", "C", "O", "H", "H", "H", "H", "C", "O", "H", "H", "H", "H", "C", "O", "H", "H", "H", "H", "C", "O", "H", "H", "H", "H", "C", "O", "H", "H", "H", "H", "C", "O", "H", "H", "H", "H", "C", "O", "H", "H", "H", "H", "C", "O", "H", "H", "H", "H", "C", "O", "H", "H", "H", "H"],
  "coordinates": [[-5.8032, 1.1244, 2.0821], [-4.6097, 2.1339, 1.9876], [-4.8658, 3.0096, 0.7570], [-3.7202, 4.0119, 0.3779], [-2.5296, 4.0574, 1.3478], [-1.5245, 2.8698, 1.2724], [-1.6961, 1.9615, 0.0487], [-0.4968, 1.1031, -0.2880], [-0.5210, 0.1042, -1.1485], [-2.0042, -0.5122, -2.1026], [-2.8955, 0.8099, -2.5203], [-3.3360, -1.8124, -0.4856], [0.8592, -0.4967, -1.2863], [1.1996, -1.3622, -1.9311], [1.6453, 0.2603, -0.4593], [0.9210, 1.2107, 0.2244], [1.4177, 1.8644, 1.0249], [-5.4674, 0.1709, 1.6574], [-6.1369, 0.9621, 3.1043], [-6.6202, 1.4468, 1.4321], [-3.7198, 1.5136, 1.9055], [-4.5666, 2.6962, 2.9150], [-5.7685, 3.5916, 0.9705], [-5.1175, 2.3983, -0.1187], [-3.4430, 3.8351, -0.6629], [-4.1656, 5.0114, 0.3914], [-2.9030, 4.2123, 2.3604], [-1.9664, 4.9633, 1.1001], [-1.6030, 2.2912, 2.1911], [-0.5164, 3.2910, 1.2573], [-2.5239, 1.2651, 0.2248], [-1.8811, 2.5214, -0.8715], [-3.3842, 1.1594, -1.7558], [1.0306, 2.1058, 4.9644], [0.2349, 2.1959, 3.7839], [0.4275, 1.6557, 5.7501], [1.9081, 1.4786, 4.7790], [1.3476, 3.1035, 5.2793], [0.7744, 2.5942, 3.0951], [-1.3861, -5.1473, -2.5571], [-0.7686, -3.9881, -1.9947], [-2.3420, -5.3091, -2.0646], [-1.5537, -4.9987, -3.6261], [-0.7524, -6.0222, -2.4029], [0.0725, -3.8642, -2.4478], [-0.7857, -0.9690, 2.7285], [-2.1104, -0.4464, 2.7259], [-0.0925, -0.1351, 2.7014], [-0.6082, -1.5500, 3.6375], [-0.6290, -1.6048, 1.8487], [-2.7097, -1.2005, 2.7511], [2.6024, 2.6240, -3.3791], [1.7854, 1.4594, -3.3100], [2.6240, 2.9758, -4.4038], [2.1835, 3.4030, -2.7369], [3.6187, 2.3837, -3.0599], [1.7828, 1.1743, -2.3924], [-0.0662, 5.5911, -2.4651], [-0.7965, 5.9037, -1.2799], [-0.7638, 5.5312, -3.2962], [0.6690, 6.3737, -2.6669], [0.4423, 4.6310, -2.3501], [-0.1651, 5.9542, -0.5546], [3.3496, 5.2047, -7.0912], [2.5278, 4.9455, -5.9573], [3.9057, 6.1200, -6.9056], [4.0534, 4.3832, -7.2450], [2.7339, 5.3338, -7.9852], [2.0432, 4.1333, -6.1382], [6.3006, 1.8768, -4.5333], [5.7929, 3.1985, -4.3761], [6.4785, 1.7049, -5.5918], [7.2416, 1.7632, -3.9887], [5.5750, 1.1441, -4.1690], [5.6408, 3.3352, -3.4358], [3.1745, 5.1550, 1.3152], [2.3608, 4.9313, 2.4608], [3.7258, 6.0804, 1.4621], [3.8801, 4.3296, 1.1909], [2.5475, 5.2456, 0.4231], [1.8820, 4.1102, 2.3111], [-2.3170, -6.8275, 0.9033], [-2.4059, -7.9255, 0.0037], [-3.0723, -6.0952, 0.6262], [-2.5002, -7.1613, 1.9282], [-1.3274, -6.3668, 0.8341], [-1.7314, -8.5634, 0.2595], [2.7334, -6.1370, -1.6409], [1.5027, -6.8475, -1.5859], [3.4561, -6.7317, -2.1962], [2.5892, -5.1777, -2.1505], [3.1113, -5.9639, -0.6300], [0.8825, -6.3024, -1.0882], [-4.5361, 1.8268, 6.1459], [-5.3481, 2.2779, 5.0647], [-3.6589, 1.3363, 5.7300], [-4.2163, 2.6727, 6.7598], [-5.0878, 1.1134, 6.7636], [-6.1206, 2.7108, 5.4429], [2.9759, -3.5014, -4.3234], [2.5074, -2.1578, -4.3209], [3.1635, -3.8031, -5.3510], [3.9064, -3.5779, -3.7509], [2.2217, -4.1637, -3.8917], [2.3486, -1.9327, -3.3974], [1.8476, -7.9399, -4.2807], [1.3822, -6.5952, -4.2754], [2.0299, -8.2322, -5.3121], [2.7798, -8.0224, -3.7148], [1.0962, -8.6038, -3.8465], [1.2248, -6.3554, -3.3548], [1.6499, -6.0664, 2.4215], [1.5816, -7.1628, 1.5133], [0.8847, -5.3448, 2.1432], [1.4665, -6.4065, 3.4437], [2.6312, -5.5876, 2.3666], [2.2637, -7.7912, 1.7714], [-0.3098, 2.1550, 8.6272], [-0.3945, 0.9571, 7.8595], [-1.0077, 2.8766, 8.2095], [-0.5766, 1.9585, 9.6683], [0.7020, 2.5659, 8.5804], [0.2275, 0.3283, 8.2400]],
  "atomic_forces_ev_per_a": [[0.7317, -0.0081, -0.3952], [-1.3266, -0.9834, -0.4091], [0.7732, 0.5981, 0.2206], [-0.8627, -0.0765, 0.4831], [0.3054, 0.0990, -0.8963], [-0.3162, 0.4049, 0.0824], [0.8968, -0.1570, 0.4948], [-0.2763, 0.8875, 0.6024], [-1.1762, -0.8895, -0.1895], [0.7954, -0.6936, -1.7653], [0.1479, -0.4349, 1.3291], [0.1529, 0.4764, 0.1518], [-4.0068, 4.5345, 3.1081], [2.3456, -4.5036, -2.9641], [1.8620, -0.4511, 0.1023], [-2.6053, -2.2435, -2.9213], [1.9470, 2.6730, 2.9954], [-0.1512, -0.0323, 0.1622], [-0.0660, 0.0306, -0.0712], [-0.1834, 0.0734, 0.3362], [0.2603, 0.2912, 0.0498], [0.1457, 0.2049, -0.1185], [-0.0005, -0.0984, -0.0742], [0.0667, -0.1530, 0.1604], [0.3302, 0.1453, 0.1214], [0.1357, -0.0142, -0.1219], [0.0847, -0.2174, 0.0242], [-0.1165, -0.0232, 0.0191], [0.1073, -0.2370, -0.1242], [-0.0955, -0.0307, -0.0016], [-0.0796, 0.1089, -0.1108], [-0.1171, 0.1690, 0.1609], [0.0186, 0.2734, -0.3071], [-0.0059, 0.0958, -0.2555], [-0.0219, -0.0289, 0.2047], [-0.0292, 0.0047, -0.0996], [0.0581, 0.0381, 0.1463], [0.1038, -0.0600, 0.1114], [-0.1019, -0.1793, -0.0422], [0.1898, 0.1999, -0.1456], [0.0988, -0.1110, 0.2134], [0.0361, 0.0890, 0.0849], [-0.0434, -0.1645, 0.0065], [-0.2257, -0.1568, -0.1257], [-0.1032, 0.2037, -0.0469], [-0.3339, -0.1871, -0.1018], [0.1194, 0.0184, 0.0216], [-0.0058, 0.1703, 0.0835], [0.1626, -0.0129, -0.0353], [0.1122, -0.0378, 0.0477], [-0.0508, 0.1697, -0.0686], [-0.1880, -0.2958, 0.3696], [-0.1349, 0.0269, -0.0889], [0.0513, -0.0305, 0.0161], [0.1972, 0.1768, -0.0884], [0.0480, 0.1469, -0.0564], [0.2471, 0.1400, -0.1968], [0.1245, 0.1315, 0.4179], [-0.0684, -0.1031, -0.0412], [-0.0552, 0.0083, 0.0661], [0.0488, -0.0933, -0.1930], [0.0168, -0.0180, -0.1881], [-0.1007, 0.0494, -0.0315], [-0.1650, -0.2392, 0.0465], [-0.0348, 0.0247, -0.0124], [-0.0323, -0.0077, 0.0668], [0.0848, 0.0871, -0.0833], [0.1144, 0.0532, -0.0737], [-0.0180, 0.1094, 0.0308], [-0.1094, 0.1610, 0.2755], [0.0847, -0.0322, -0.0622], [-0.0309, 0.0620, -0.0041], [0.0260, -0.1384, -0.0697], [0.0780, -0.1235, -0.0779], [0.0042, 0.0985, -0.1101], [-0.2284, -0.2962, 0.1124], [-0.0065, 0.0801, 0.0467], [-0.0500, 0.0029, 0.0601], [0.0702, 0.0889, -0.1681], [0.1725, 0.0367, -0.1269], [0.0509, 0.0719, -0.0403], [0.2043, -0.2893, -0.0699], [-0.0500, 0.0357, -0.0065], [-0.0135, -0.0525, -0.0597], [0.0198, 0.1701, 0.0629], [-0.0478, 0.1373, 0.1384], [-0.0496, 0.0487, -0.0898], [-0.0041, 0.3215, 0.4017], [-0.0831, 0.0852, -0.0085], [-0.0964, 0.0145, 0.0113], [0.2831, -0.1018, 0.1342], [0.0845, 0.0187, -0.0528], [0.0309, -0.1868, 0.2218], [-0.2189, 0.1258, -0.0252], [-0.0221, 0.0255, 0.2025], [-0.0314, 0.0299, -0.0664], [0.0963, -0.0876, 0.0781], [0.1236, -0.0315, 0.0768], [0.0530, -0.0288, -0.0890], [-0.1372, 0.4568, 0.1729], [0.2334, -0.2298, -0.0275], [-0.0584, -0.0021, 0.0059], [0.0326, -0.1930, -0.0370], [0.1002, -0.1710, -0.1804], [-0.0947, 0.2011, -0.2295], [-0.2587, 0.3845, 0.1783], [0.1048, 0.0004, -0.6327], [-0.0043, 0.0658, -0.0356], [-0.0067, -0.2192, -0.0721], [0.1172, -0.1194, -0.0004], [-0.1006, -0.4124, -0.0023], [0.1708, -0.2927, -0.0050], [-0.0581, 0.1418, 0.0697], [-0.0121, -0.0436, -0.0473], [-0.0143, 0.1568, 0.0507], [-0.0531, 0.1244, 0.0872], [-0.0947, -0.0142, -0.1285], [0.1517, -0.2712, 0.0233], [-0.0255, 0.0168, 0.0653], [-0.0079, -0.0554, -0.0542], [-0.0065, 0.1495, 0.0302], [-0.0483, 0.1379, 0.0626], [-0.0920, 0.0011, -0.0819]],
  "lowdin_charge": [-0.092, -0.245, -0.199, -0.193, -0.176, -0.163, -0.130, -0.091, -0.260, 0.590, -0.378, 0.473, -0.496, 0.215, 0.135, -0.398, 0.211, 0.043, 0.050, 0.063, 0.067, 0.084, 0.107, 0.099, 0.089, 0.105, 0.109, 0.092, 0.093, 0.090, 0.081, 0.119, 0.020, -0.125, -0.137, 0.057, 0.082, 0.082, 0.021, -0.132, -0.178, 0.075, 0.091, 0.058, 0.055, -0.146, -0.162, 0.059, 0.082, 0.064, 0.053, -0.113, -0.100, 0.065, 0.064, 0.067, 0.027, -0.141, -0.130, 0.083, 0.082, 0.051, 0.063, -0.153, -0.140, 0.078, 0.076, 0.075, 0.065, -0.154, -0.137, 0.078, 0.075, 0.072, 0.063, -0.149, -0.122, 0.080, 0.079, 0.067, 0.033, -0.158, -0.124, 0.075, 0.078, 0.062, 0.075, -0.122, -0.145, 0.083, 0.061, 0.079, 0.069, -0.136, -0.139, 0.080, 0.074, 0.076, 0.083, -0.152, -0.124, 0.085, 0.081, 0.040, 0.024, -0.149, -0.146, 0.079, 0.062, 0.082, 0.001, -0.152, -0.135, 0.072, 0.077, 0.076, 0.081, -0.155, -0.142, 0.077, 0.075, 0.077, 0.077],
  "e_tot_ha": -3104.57338,
  "gap_ev": 7.65,
  "lumo_energy_ha": -0.045,
  "charge": 0
}

{
  "formula": "C3H9N5",
  "method": "wB97M-V/def2-TZVPD",
  "elements": ["C", "C", "C", "N", "N", "N", "N", "N", "H", "H", "H", "H", "H", "H", "H", "H", "H"],
  "coordinates": [[2.8104, 1.0467, 0.1120], [0.4533, -1.0121, -0.0890], [-1.5319, 0.3578, -0.0081], [1.6726, 0.9635, -0.2371], [-2.8369, 0.2073, 0.0194], [-0.9421, 1.5089, -0.1504], [1.1229, -2.0829, -0.0624], [-0.8991, -0.8762, -0.0176], [3.3290, 1.9589, -0.0398], [3.6632, 0.4451, 0.4981], [-3.5149, 1.0516, 0.0416], [-3.1488, -0.5440, 0.4738], [-1.6800, 2.2459, -0.0137], [0.0636, 1.6996, -0.3743], [2.1615, -2.2097, -0.2364], [0.6094, -2.9823, -0.1283], [-1.3323, -1.7782, 0.2123]],
  "atomic_forces_ev_per_a": [[3.8250, -1.3352, 1.1370], [0.9204, 3.4819, 0.1105], [-0.0560, -0.8586, -0.7931], [-3.5056, -1.2048, -0.8247], [-0.8395, 5.7586, -1.1758], [-1.5404, 1.0151, 0.2960], [0.6625, -2.4003, -0.7369], [3.1583, -1.0574, 0.3448], [-0.0092, 2.0369, -0.4782], [-1.0498, -0.8658, 0.1007], [1.6350, -1.9143, -0.1272], [-1.9895, -3.7444, 1.9029], [1.8155, -0.2728, -0.4710], [-1.0074, -0.4204, 0.3177], [-1.6129, 0.7421, 0.4102], [0.5000, 0.2717, 0.2205], [-0.9064, 0.7680, -0.2335]],
  "lowdin_charge": [-0.011, -0.050, -0.391, 0.156, 0.250, 0.244, 0.219, 0.161, 0.128, 0.152, 0.218, 0.083, 0.184, 0.095, 0.194, 0.172, 0.195],
  "relative_energy_kcal_mol": 80.1,
  "e_tot_ha": -392.72247,
  "gap_ev": [8.42, 9.39],
  "lumo_energy_ha": [-0.369, -0.351],
  "charge": 2
}

{
  "formula": "C5H6O3",
  "method": "wB97M-V/def2-TZVPD",
  "elements": ["C", "C", "C", "O", "O", "C", "C", "O", "H", "H", "H", "H", "H", "H"],
  "coordinates": [[-1.1059, 1.2010, 0.4571], [-1.0246, -0.1254, -0.0155], [-2.2558, -0.8935, 0.0180], [-3.3668, -0.4060, 0.0185], [0.0227, -0.9780, -0.4156], [1.2467, -0.7104, 0.1823], [2.2451, 0.1241, -0.6009], [1.3463, -0.8303, 1.3651], [-0.3273, 2.0209, 0.3819], [-2.0545, 1.4841, 0.8511], [-2.0753, -1.9566, -0.1058], [1.6713, 0.6868, -1.3337], [2.6408, 0.8596, 0.1077], [3.0373, -0.4763, -0.9104]],
  "atomic_forces_ev_per_a": [[2.3585, -2.2955, -1.9994], [0.4986, 2.9867, 1.7652], [-1.4654, 0.1044, -0.7854], [0.5669, -0.3784, 0.3509], [-0.3561, 1.1832, -0.3997], [-0.2213, 2.2409, 1.4620], [-1.8263, 0.7233, 1.0070], [0.2282, -0.9688, -0.0493], [-0.7306, -1.5096, 0.3268], [-0.5967, 0.0706, -0.0761], [-0.1916, -0.7053, 0.2017], [0.4821, -0.3372, -0.6150], [-0.0272, -0.3189, 0.0034], [1.2809, -0.7954, -1.1919]],
  "lowdin_charge": [0.149, -0.248, -0.220, 0.065, 0.016, -0.474, 0.035, 0.146, 0.094, 0.056, 0.128, 0.091, 0.098, 0.064],
  "relative_energy_kcal_mol": 42.7,
  "e_tot_ha": -419.77137,
  "gap_ev": 9.57,
  "lumo_energy_ha": -0.011,
  "charge": 0
}